7
Properties=species:S:1:pos:R:3:mulliken_charge:R:1 method="wB97M-V/def2-TZVPD" gap_ev=7.390 total_charge=-1 lumo_ev=3.33 homo_ha=-0.1493 max_force_ev_per_a=3.22
N -1.723 -0.333 -0.130 -0.43
O 0.472 -1.439 0.633 -0.18
O 0.025 0.673 1.484 -0.64
O 0.428 0.557 -0.943 -0.63
S -0.197 -0.027 0.233 1.17
Cl -0.534 -2.603 0.029 -0.04
Br -2.136 1.488 -0.251 -0.24


23
Properties=species:S:1:pos:R:3:mulliken_charge:R:1 method="wB97M-V/def2-TZVPD" gap_ev=9.497 total_charge=0 lumo_ev=0.93 homo_ha=-0.3148 max_force_ev_per_a=5.66 smiles=CN(C)CCCCS
C -0.956 -0.336 0.764 -0.76
C -1.144 -1.179 -0.399 -0.41
C -2.036 -0.407 -1.430 -0.85
S -3.831 -0.189 -1.063 -0.25
C 0.112 0.790 0.651 -0.93
N 1.410 0.171 0.077 0.02
C 2.335 1.275 -0.305 -0.95
C 2.040 -0.772 0.983 -1.10
H -1.918 0.023 1.221 0.41
H -0.741 -1.056 1.605 0.28
H -1.630 -2.130 -0.198 0.40
H -0.225 -1.462 -0.881 0.32
H -1.688 0.589 -1.676 0.33
H -2.140 -0.866 -2.409 0.42
H -3.958 1.124 -1.295 0.12
H -0.229 1.513 0.045 0.55
H 0.339 1.211 1.651 0.41
H 1.947 1.938 -1.070 0.26
H 3.278 0.863 -0.427 0.33
H 2.382 1.978 0.588 0.33
H 2.387 -0.419 1.950 0.34
H 1.310 -1.539 1.044 0.34
H 2.957 -1.120 0.574 0.39


69
Properties=species:S:1:pos:R:3:mulliken_charge:R:1 method="wB97M-V/def2-TZVPD" s_squared=8.79 gap_ev="8.830 / 4.998" total_charge=+3 lumo_ev="-7.47 / -11.67" homo_ha="-0.5990 / -0.6125" max_force_ev_per_a=2.36 multiplicity=6
Ir -13.192 8.988 12.281 2.73
Cl -20.186 7.063 12.942 -0.05
C -18.583 7.478 13.234 0.46
C -17.707 7.686 12.142 -0.67
C -16.487 8.151 12.376 0.87
Cl -15.466 8.495 11.022 -0.18
C -15.921 8.390 13.650 -0.44
O -14.760 8.851 13.831 -0.74
C -16.850 8.147 14.759 0.41
Cl -16.333 8.573 16.336 -0.11
C -18.129 7.729 14.549 -0.69
H -18.150 7.512 11.152 0.49
H -18.785 7.571 15.393 0.49
F -7.592 9.947 7.791 -0.22
C -8.408 9.463 8.678 0.62
C -7.986 8.455 9.527 0.15
F -6.780 7.927 9.431 -0.24
C -8.871 8.039 10.519 0.09
F -8.377 7.168 11.420 -0.33
C -10.192 8.484 10.708 -0.02
P -11.193 7.871 12.076 -0.38
C -10.556 8.476 13.684 0.60
C -11.162 7.925 14.788 -0.23
C -10.732 8.203 16.088 -1.04
C -9.642 9.070 16.233 -0.60
C -9.056 9.668 15.097 -0.73
C -9.536 9.427 13.816 -0.84
C -11.272 6.114 12.108 0.79
C -12.288 5.492 11.430 -0.28
C -12.387 4.113 11.457 -0.81
C -11.468 3.353 12.212 -0.59
C -10.476 3.995 12.926 -0.81
C -10.365 5.353 12.882 -0.12
C -10.604 9.436 9.762 0.08
Br -12.363 10.145 9.706 -0.12
C -9.733 9.894 8.788 0.34
F -10.107 10.793 7.904 -0.29
H -11.944 7.152 14.677 0.40
H -11.198 7.756 16.911 0.61
H -9.216 9.351 17.179 0.47
H -8.212 10.326 15.171 0.54
H -9.088 9.910 12.936 0.55
H -13.106 6.062 10.956 0.27
H -13.188 3.614 10.933 0.46
H -11.610 2.311 12.315 0.48
H -9.826 3.457 13.588 0.45
H -9.570 5.925 13.385 0.44
C -14.131 12.037 12.834 -0.63
N -14.059 13.407 13.299 0.08
C -13.877 13.386 14.783 -0.74
N -12.689 12.633 15.179 0.17
C -12.710 11.219 14.713 -0.13
N -12.817 11.249 13.185 0.31
C -11.729 12.058 12.665 -0.95
N -11.795 13.388 13.250 0.46
C -12.921 14.115 12.743 -0.58
C -11.522 13.399 14.652 -0.47
H -14.310 12.003 11.783 0.41
H -14.956 11.607 13.411 0.25
H -14.714 12.848 15.228 0.40
H -13.806 14.422 15.125 0.37
H -13.609 10.751 15.142 0.16
H -11.786 10.746 15.116 -0.13
H -11.841 12.192 11.594 0.35
H -10.753 11.613 12.806 0.19
H -12.872 14.053 11.661 0.34
H -12.930 15.169 12.992 0.31
H -11.439 14.387 15.139 0.28
H -10.586 12.889 14.895 0.30


21
Properties=species:S:1:pos:R:3:mulliken_charge:R:1 method="wB97M-V/def2-TZVPD" gap_ev=10.356 total_charge=0 lumo_ev=0.86 homo_ha=-0.3489 max_force_ev_per_a=0.65 smiles="C=C(C)C.C=O.C"
C -0.231 0.996 -2.833 -0.66
O -0.022 -1.708 -1.375 -0.40
C -0.999 -1.528 -0.692 -0.16
C 0.281 0.239 1.354 0.91
C -0.024 -0.871 2.329 -1.33
C 1.642 0.196 0.704 -1.12
C -0.602 1.202 1.093 -0.97
H -0.689 1.772 -3.445 0.35
H -0.805 0.071 -2.926 0.16
H 0.797 0.821 -3.169 0.22
H -1.187 -2.121 0.228 0.31
H -1.730 -0.715 -0.888 0.23
H -1.087 -0.896 2.598 0.36
H 0.559 -0.736 3.249 0.36
H 0.265 -1.846 1.917 0.32
H 1.694 0.846 -0.176 0.28
H 1.880 -0.830 0.393 0.28
H 2.417 0.527 1.409 0.36
H -0.234 1.314 -1.789 -0.06
H -0.354 2.031 0.428 0.30
H -1.572 1.236 1.591 0.26


93
Properties=species:S:1:pos:R:3:mulliken_charge:R:1 method="wB97M-V/def2-TZVPD" gap_ev=1.676 total_charge=+5 lumo_ev=-17.91 homo_ha=-0.7197 max_force_ev_per_a=8.95
Hf 1.883 -1.428 -3.537 1.74
Hf -1.424 3.359 -1.931 1.50
F 0.678 3.570 -0.977 -0.62
O -0.133 2.704 -3.601 -0.69
P 0.890 2.077 -4.504 0.40
O 1.174 0.624 -4.189 -0.67
F 2.239 2.848 -4.375 -0.15
F 0.380 2.223 -5.969 -0.20
O 0.754 -0.617 -1.777 1.58
P -0.183 0.044 -0.793 -0.42
O -0.825 1.333 -1.188 2.56
F 0.671 0.232 0.481 0.01
F -1.367 -0.923 -0.379 -0.29
C 3.897 0.839 3.135 -0.48
C 4.787 2.049 3.336 0.65
O 4.895 2.899 2.499 -0.42
C 5.288 2.218 4.761 -1.26
H 4.451 0.007 2.698 0.30
H 2.986 1.048 2.571 -0.11
H 3.486 0.498 4.086 0.49
H 6.165 1.563 4.789 0.35
H 4.631 1.998 5.600 0.37
H 5.615 3.244 4.926 0.38
C 4.315 2.495 -2.322 -1.20
C 3.726 1.313 -1.617 0.25
O 3.170 0.416 -2.287 -0.60
C 3.708 1.345 -0.119 -0.23
H 4.517 2.303 -3.372 0.38
H 5.145 2.886 -1.738 0.47
H 3.484 3.207 -2.256 0.25
H 2.892 2.012 0.171 0.10
H 4.602 1.877 0.209 0.53
H 3.608 0.374 0.356 -0.10
C -1.608 -3.212 2.468 -0.42
C -2.968 -3.437 3.096 0.59
O -3.344 -4.577 3.157 -0.37
C -3.828 -2.241 3.492 -0.82
H -0.881 -2.631 3.038 0.47
H -1.681 -2.728 1.493 -0.23
H -1.150 -4.191 2.328 0.38
H -4.852 -2.602 3.441 0.37
H -3.681 -1.414 2.791 0.01
H -3.546 -1.739 4.419 0.36
C -3.334 -0.965 -3.242 -0.54
C -3.007 0.311 -3.953 0.42
O -2.267 1.153 -3.426 -0.33
C -3.501 0.476 -5.359 -1.25
H -4.368 -0.861 -2.899 0.32
H -2.765 -1.163 -2.335 -0.22
H -3.234 -1.875 -3.832 0.44
H -3.678 1.503 -5.677 0.38
H -4.471 -0.023 -5.385 0.43
H -2.841 0.048 -6.116 0.34
C 0.608 -5.732 -2.379 -1.37
C 0.179 -4.353 -1.947 0.54
O 0.770 -3.334 -2.375 -0.76
C -1.013 -4.241 -1.067 -0.13
H -0.046 -6.298 -3.047 0.38
H 0.911 -6.323 -1.513 0.37
H 1.482 -5.700 -3.037 0.41
H -1.573 -5.176 -1.072 0.47
H -1.647 -3.359 -1.101 0.09
H -0.623 -4.216 -0.039 -0.16
C -0.806 2.732 2.752 -0.97
C -0.955 3.671 1.612 0.78
O -1.592 3.360 0.590 -0.52
C -0.190 4.966 1.590 -1.16
H -1.083 1.719 2.473 0.23
H -1.421 3.183 3.536 0.40
H 0.254 2.790 3.001 0.33
H -0.255 5.515 2.531 0.45
H -0.614 5.650 0.854 0.29
H 0.866 4.844 1.342 0.25
C -5.740 1.897 -1.479 -1.32
C -4.546 2.122 -0.629 0.68
O -3.440 2.375 -1.126 -0.73
C -4.706 2.066 0.845 -0.85
H -5.959 0.835 -1.621 0.31
H -5.626 2.275 -2.496 0.35
H -6.599 2.350 -0.982 0.48
H -4.043 1.371 1.356 0.16
H -5.728 1.835 1.146 0.47
H -4.612 3.099 1.196 0.30
C 3.649 -3.626 2.884 -1.27
C 2.402 -3.503 2.062 0.41
O 1.597 -4.389 1.932 -0.45
C 2.252 -2.162 1.337 0.00
H 4.510 -3.922 2.281 0.35
H 3.536 -4.471 3.565 0.42
H 3.839 -2.739 3.485 0.30
H 1.532 -2.220 0.519 -0.47
H 3.229 -2.061 0.853 0.46
H 2.099 -1.300 1.979 0.29


74
Properties=species:S:1:pos:R:3:mulliken_charge:R:1 method="wB97M-V/def2-TZVPD" gap_ev=7.193 total_charge=0 lumo_ev=0.17 homo_ha=-0.2583 max_force_ev_per_a=1.13
Pb -0.682 0.562 -0.756 1.37
C -3.430 3.592 -2.991 -1.47
C -2.558 3.055 -1.884 0.74
O -2.049 1.906 -2.101 -0.46
C -2.352 3.822 -0.756 -0.99
C -1.492 3.537 0.328 0.98
C -1.406 4.585 1.406 -1.32
N -0.766 2.447 0.461 0.28
N 0.061 2.441 1.590 -0.81
C 0.833 1.402 1.633 0.56
O 0.887 0.445 0.762 -0.77
C 1.752 1.291 2.805 0.35
C 2.886 0.490 2.717 -0.30
C 3.731 0.351 3.810 -0.61
C 3.440 1.001 5.003 -0.40
C 2.308 1.801 5.093 -0.66
C 1.469 1.948 3.998 -0.43
H -2.793 4.003 -3.777 0.31
H -4.102 4.375 -2.644 0.37
H -4.005 2.775 -3.426 0.34
H -2.875 4.766 -0.705 0.18
H -2.006 5.451 1.138 0.36
H -0.372 4.882 1.570 0.33
H -1.761 4.172 2.351 0.29
H 3.088 -0.024 1.787 0.44
H 4.615 -0.269 3.733 0.40
H 4.090 0.880 5.860 0.39
H 2.077 2.310 6.020 0.39
H 0.588 2.574 4.051 0.44
N -2.024 -0.252 1.250 -0.57
C -2.068 -1.100 2.033 0.31
N -2.064 -2.112 2.871 0.21
C -2.239 -1.906 4.311 -0.77
C -1.298 -2.829 5.068 -0.59
C -1.495 -4.278 4.627 -0.66
C -1.296 -4.412 3.117 -0.59
C -2.225 -3.478 2.360 -0.64
H -3.281 -2.123 4.577 0.29
H -2.042 -0.859 4.534 0.47
H -1.473 -2.717 6.140 0.33
H -0.269 -2.521 4.865 0.31
H -2.504 -4.610 4.895 0.31
H -0.794 -4.927 5.154 0.31
H -1.480 -5.437 2.789 0.33
H -0.262 -4.163 2.862 0.31
H -3.269 -3.788 2.493 0.30
H -2.006 -3.466 1.294 0.35
N 1.491 0.998 -2.377 -0.24
C 2.424 0.908 -3.037 -0.08
C 3.593 0.797 -3.875 0.51
C 3.600 -0.132 -4.911 -0.32
C 4.713 -0.222 -5.730 -0.58
C 5.804 0.610 -5.514 -0.36
C 5.792 1.530 -4.474 -0.52
C 4.685 1.629 -3.648 -0.47
H 2.741 -0.772 -5.064 0.45
H 4.728 -0.941 -6.538 0.39
H 6.668 0.542 -6.161 0.38
H 6.646 2.172 -4.305 0.38
H 4.661 2.338 -2.832 0.47
C -3.026 -1.083 -3.072 -1.49
C -1.624 -1.613 -2.756 1.82
C -1.690 -3.158 -2.734 -1.99
C -0.654 -1.173 -3.858 -1.42
N -1.139 -1.411 -1.407 -0.41
H -3.368 -1.438 -4.049 0.41
H -3.029 0.004 -3.077 0.12
H -3.728 -1.425 -2.308 0.35
H -2.004 -3.498 -3.723 0.43
H -2.415 -3.500 -1.995 0.38
H -0.717 -3.588 -2.496 0.41
H -0.963 -1.545 -4.840 0.49
H 0.350 -1.539 -3.632 0.25
H -0.627 -0.081 -3.903 0.29